Entry from OMol25: an isolated molecule of C7H7BClNO2 in a non-equilibrium geometry (wB97M-V/def2-TZVPD).

XYZ file:
```
19
C7H7BClNO2, DFT wB97M-V/def2-TZVPD
B -0.376 -0.341 2.334
C 1.253 0.097 -1.648
C 2.167 -0.102 -0.682
C 0.843 -0.274 1.420
C -0.817 0.161 -0.392
C -0.193 0.212 -1.551
C 1.952 -0.273 0.734
C -1.965 0.139 0.499
N -0.865 0.321 -2.783
O -1.647 -0.153 1.849
O -0.257 -0.598 3.657
Cl 3.483 -0.528 1.623
H 1.624 0.184 -2.661
H 3.205 -0.153 -0.977
H -2.473 1.118 0.504
H -2.693 -0.625 0.181
H -0.336 0.774 -3.514
H -1.811 0.663 -2.714
H -1.094 -0.623 4.122
```

Computed properties:
- E (eV) = -26154.4684
- E_HOMO (eV) = -8.32

Atom charges from the natural (NBO) analysis, given in e for atoms 1 to 6: number 1, B, carries 1.03; number 2, C, carries -0.15; number 3, C, carries -0.23; number 4, C, carries -0.22; number 5, C, carries 0.05; number 6, C, carries 0.03

---

Entry from OMol25: a 8-piece molecular cluster, C61H48F24O11S2 overall in a non-equilibrium geometry (wB97M-V/def2-TZVPD).

XYZ file:
```
146
C61H48F24O11S2, DFT wB97M-V/def2-TZVPD
C -8.569 4.876 -4.559
C -9.256 3.994 -5.607
C -8.607 2.638 -5.741
F -9.312 1.860 -6.516
F -7.354 2.674 -6.212
F -10.530 3.859 -5.268
F -9.170 4.550 -6.830
O -8.671 4.323 -3.274
C -8.449 5.173 -2.135
C -8.436 4.296 -0.800
F -7.379 3.597 -0.605
F -8.537 4.970 0.354
F -7.412 6.042 -2.235
F -9.549 5.897 -2.166
H -9.123 5.814 -4.587
H -7.576 5.078 -4.963
H -8.510 2.261 -4.723
H -9.336 3.691 -0.909
C 1.704 9.118 -6.213
C 0.494 9.490 -7.117
C 0.010 8.453 -8.094
F 0.913 7.739 -8.806
F -0.835 7.616 -7.504
F -0.588 9.914 -6.462
F 0.926 10.541 -7.763
O 1.320 8.261 -5.214
C 2.387 7.469 -4.677
C 2.425 6.211 -5.631
F 2.661 6.515 -6.858
F 3.391 5.344 -5.232
F 3.545 8.085 -4.588
F 2.094 7.126 -3.476
H 2.096 10.012 -5.729
H 2.473 8.824 -6.928
H -0.646 8.962 -8.800
H 1.518 5.629 -5.467
C -6.794 -1.053 8.634
C -5.543 -1.799 9.004
C -4.272 -1.193 8.357
F -3.159 -1.884 8.585
F -4.448 -1.036 7.029
F -5.405 -1.987 10.354
F -5.701 -3.033 8.515
O -6.905 0.248 9.249
C -7.612 1.322 8.495
C -6.574 2.195 7.892
F -5.852 1.566 7.006
F -7.059 3.292 7.331
F -8.388 0.748 7.516
F -8.371 1.971 9.423
H -7.700 -1.627 8.831
H -6.705 -0.915 7.556
H -4.119 -0.227 8.837
H -5.790 2.566 8.553
C 1.348 -6.317 6.556
S 1.676 -6.578 8.319
O 0.980 -7.869 8.637
C 3.556 -6.956 8.173
H 0.344 -6.016 6.257
H 1.646 -7.175 5.953
H 1.936 -5.490 6.155
H 4.006 -7.766 8.747
H 4.112 -6.020 8.113
H 3.706 -7.440 7.209
C 0.057 6.383 -16.186
S -1.592 7.231 -16.085
O -2.340 6.784 -17.366
C -2.282 6.265 -14.698
H -0.181 5.335 -16.367
H 0.695 6.530 -15.314
H 0.615 6.658 -17.081
H -3.318 6.554 -14.521
H -1.662 6.373 -13.808
H -2.203 5.195 -14.890
C 8.760 -9.637 2.892
C 8.388 -8.451 3.555
C 7.217 -7.814 3.151
C 6.323 -8.364 2.274
C 6.658 -9.594 1.524
C 7.920 -10.193 1.898
C 5.739 -10.278 0.512
O 5.979 -11.344 -0.052
C 4.459 -9.577 0.265
C 3.439 -10.207 -0.551
C 2.218 -9.664 -0.667
C 1.822 -8.489 -0.014
C 2.784 -7.919 0.759
C 4.097 -8.400 0.970
C 5.107 -7.598 1.845
O 4.869 -6.467 2.297
H 9.762 -9.975 3.110
H 9.063 -7.991 4.261
H 6.935 -6.903 3.658
H 8.202 -11.143 1.469
H 3.762 -11.107 -1.052
H 1.506 -10.057 -1.377
H 0.824 -8.086 -0.098
H 2.462 -7.024 1.271
C 0.301 -1.102 -0.185
C -0.811 -0.341 0.173
C -1.635 -0.001 -0.927
C -1.304 -0.275 -2.295
C -0.131 -0.973 -2.583
C 0.669 -1.389 -1.494
C 0.171 -1.402 -4.001
O 0.940 -2.323 -4.184
C -0.339 -0.431 -5.041
C 0.233 -0.447 -6.346
C 0.034 0.571 -7.284
C -1.010 1.460 -7.089
C -1.657 1.438 -5.838
C -1.395 0.474 -4.840
C -2.094 0.431 -3.488
O -3.104 1.136 -3.248
H 0.986 -1.394 0.598
H -1.047 -0.168 1.212
H -2.440 0.677 -0.684
H 1.612 -1.826 -1.789
H 1.128 -1.030 -6.508
H 0.657 0.770 -8.143
H -1.209 2.305 -7.732
H -2.295 2.268 -5.573
C 1.503 1.534 8.221
C 1.475 1.910 6.862
C 2.569 1.629 6.055
C 3.736 1.036 6.579
C 3.772 0.684 7.930
C 2.675 0.962 8.768
C 4.967 -0.114 8.510
O 5.036 -0.419 9.681
C 5.987 -0.604 7.533
C 7.047 -1.347 7.931
C 8.042 -1.819 7.061
C 7.863 -1.553 5.722
C 6.842 -0.722 5.261
C 5.864 -0.246 6.120
C 4.763 0.613 5.570
O 4.709 0.755 4.335
H 0.681 1.678 8.906
H 0.642 2.307 6.300
H 2.432 1.985 5.044
H 2.742 0.725 9.819
H 7.273 -1.705 8.925
H 8.799 -2.489 7.440
H 8.364 -2.159 4.982
H 6.852 -0.523 4.200
```

Computed properties:
- E (eV) = -173441.8982
- E_HOMO (eV) = -8.93

Atom charges from the Mulliken analysis, given in e for atoms 1 to 6: number 1, C, carries -0.76; number 2, C, carries 0.96; number 3, C, carries 0.15; number 4, F, carries -0.26; number 5, F, carries -0.28; number 6, F, carries -0.28

---

Entry from OMol25: an isolated molecule of C7H9N3S in a non-equilibrium geometry (wB97M-V/def2-TZVPD).

XYZ file:
```
20
C7H9N3S, DFT wB97M-V/def2-TZVPD
C -1.238 -1.521 -1.232
N -1.857 -0.245 -1.329
C -1.538 0.703 -0.520
S -2.376 2.166 -0.747
C -0.290 0.481 0.349
C -0.205 0.631 1.750
C 0.889 0.415 2.474
C 2.035 0.088 1.893
N 2.071 0.050 0.560
C 0.997 0.217 -0.163
N 1.242 0.074 -1.507
H -2.040 -2.304 -1.576
H -0.320 -1.485 -1.867
H -0.957 -1.831 -0.229
H -2.471 0.180 -2.083
H -1.141 1.177 2.198
H 0.934 0.875 3.522
H 3.011 -0.287 2.390
H 2.254 -0.295 -1.639
H 1.001 0.914 -2.242
```

Computed properties:
- structure (SMILES) = CNC(=S)c1cccnc1N
- E (eV) = -22708.7063
- E_HOMO (eV) = -8.17

Atom charges from the natural (NBO) analysis, given in e for atoms 1 to 6: number 1, C, carries -0.45; number 2, N, carries -0.56; number 3, C, carries 0.17; number 4, S, carries -0.26; number 5, C, carries -0.18; number 6, C, carries -0.12